Entry 1:
Below is an isolated molecule of C5H9NO at a distorted geometry, with properties calculated with ωB97M-V/def2-TZVPD.

Properties
- max |F| (eV/Å) = 4.16
- gap between HOMO and LUMO (eV) = 10.23
- HOMO level (eV) = -9.4

Geometry as XYZ:
```
16
Properties=species:S:1:pos:R:3:mulliken_charge:R:1
O 0.187 -0.907 2.458 -0.50
C 0.327 -1.608 1.465 -0.32
C 0.341 -0.921 0.146 0.28
C -0.659 0.367 0.063 -0.46
C 0.048 1.719 -0.007 -0.11
C -0.155 2.655 -0.957 -0.75
N 0.121 -1.860 -1.124 -0.63
H 0.395 -2.679 1.632 0.40
H 1.342 -0.612 0.147 0.26
H -1.390 0.169 -0.735 0.36
H -1.211 0.352 1.064 0.26
H 0.842 1.949 0.872 0.21
H 0.406 3.622 -0.793 0.20
H -0.652 2.579 -1.896 0.32
H -0.781 -2.227 -1.151 0.22
H 0.839 -2.599 -1.184 0.24
```

***

Entry 2:
Below is a cluster of 10 separate species, C4H29NO9S2 in total at a distorted geometry, with properties calculated with ωB97M-V/def2-TZVPD.

Properties
- max |F| (eV/Å) = 3.95
- gap between HOMO and LUMO (eV) = 8.10
- HOMO level (eV) = -7.8

Geometry as XYZ:
```
45
Properties=species:S:1:pos:R:3:mulliken_charge:R:1
N -2.917 -1.054 0.122 -0.57
C -2.272 -0.137 -0.789 0.09
C -1.361 -1.018 -1.709 -1.52
C -1.409 0.742 0.201 -0.14
S -2.387 2.271 0.496 -0.12
S -1.586 3.368 2.012 -0.07
C 0.169 3.089 2.238 -0.44
H -3.251 -1.828 -0.407 0.21
H -3.723 -0.649 0.643 0.26
H -2.928 0.466 -1.450 0.40
H -0.686 -1.582 -1.105 0.24
H -0.706 -0.393 -2.213 0.48
H -1.924 -1.630 -2.508 0.37
H -0.417 1.001 -0.203 0.31
H -1.041 0.049 1.017 -0.09
H 0.442 2.046 2.475 0.08
H 0.796 3.551 1.404 0.13
H 0.408 3.653 3.193 0.31
H 1.069 -3.053 -1.295 0.27
H 1.117 -3.658 0.027 0.50
O 1.698 -3.176 -0.557 -0.73
H 2.175 -1.759 0.237 0.39
H 3.275 -1.189 1.153 0.31
O 2.580 -0.871 0.549 -0.70
H 0.005 -4.876 1.316 0.25
H -1.049 -3.805 1.153 0.43
O -0.270 -4.192 0.766 -0.72
H 1.610 -0.093 -4.013 0.23
H 2.144 0.327 -2.672 0.39
O 1.360 0.337 -3.262 -0.63
H 1.335 4.647 -0.608 0.27
H 1.516 3.419 -1.548 0.43
O 1.805 3.808 -0.643 -0.67
H -1.490 -2.838 2.745 0.39
H -2.295 -2.142 1.742 0.41
O -2.175 -3.089 2.067 -0.76
H 3.140 1.891 -0.721 0.31
H 3.072 0.254 -0.589 0.42
O 3.127 1.015 -1.220 -0.75
H 0.460 2.836 -3.432 0.32
H 1.557 2.049 -2.952 0.42
O 1.340 2.945 -3.068 -0.73
H -1.007 0.111 4.464 0.35
H -0.454 -0.153 3.131 0.32
O -0.851 -0.691 3.811 -0.65
```